(1)
47
Properties=species:S:1:pos:R:3 method="wB97M-V/def2-TZVPD" homo_energy_ev=-8.3 homo_lumo_gap_ev=8.525 de_lowest_kj_mol=124.97 max_force_ev_per_a=5.46 energy_ev=-55358.955 charge=0 spin_multiplicity=1 smiles=CCOc1ccc(-c2nc(CSc3nc(N)nc(N)n3)cs2)cc1OCCF
C -2.486 4.597 -3.368
C -1.393 3.464 -3.244
O -2.043 2.177 -3.265
C -1.616 1.207 -2.362
C -1.343 0.052 -3.056
C -0.988 -1.072 -2.306
C -0.877 -1.113 -0.886
C -0.191 -2.317 -0.263
N -0.396 -2.850 0.927
C 0.392 -3.898 1.174
C 0.486 -4.436 2.563
S 2.205 -4.556 3.337
C 2.876 -3.019 2.776
N 4.118 -3.047 2.345
C 4.567 -1.920 1.820
N 5.710 -1.970 1.047
N 3.907 -0.822 1.719
C 2.781 -0.886 2.389
N 2.045 0.155 2.170
N 2.229 -1.929 3.053
C 1.356 -4.171 0.157
S 0.983 -3.209 -1.217
C -1.099 0.180 -0.292
C -1.476 1.324 -1.047
O -1.865 2.559 -0.437
C -2.887 2.298 0.639
C -3.276 3.757 1.096
F -3.995 3.791 2.207
H -3.311 4.357 -2.761
H -2.735 4.670 -4.403
H -2.094 5.582 -3.128
H -0.774 3.583 -4.147
H -0.780 3.640 -2.346
H -1.542 0.058 -4.078
H -0.729 -1.972 -2.883
H -0.144 -3.707 3.195
H 0.071 -5.377 2.608
H 5.891 -1.089 0.560
H 5.797 -2.834 0.553
H 2.693 0.987 2.005
H 1.353 0.320 2.892
H 2.159 -4.887 0.365
H -1.086 0.305 0.759
H -3.748 1.748 0.110
H -2.548 1.791 1.504
H -3.843 4.158 0.249
H -2.356 4.321 1.267



(2)
64
Properties=species:S:1:pos:R:3 method="wB97M-V/def2-TZVPD" homo_energy_ev=-6.5 homo_lumo_gap_ev=6.746 de_lowest_kj_mol=131.22 max_force_ev_per_a=5.32 energy_ev=-39235.763 charge=0 spin_multiplicity=1
C -3.980 1.410 0.534
C -2.934 2.042 1.208
C -1.684 1.420 1.299
C -1.484 0.185 0.673
C -0.181 -0.565 0.743
C 0.732 -0.390 1.920
C 2.125 -0.914 1.708
C 2.580 -1.390 0.462
C 3.927 -1.711 0.247
C 4.837 -1.568 1.300
C 4.412 -1.039 2.530
C 3.067 -0.736 2.744
O 0.476 0.311 2.896
C -0.497 -2.051 0.507
C -1.614 -2.721 1.308
C -2.313 -2.094 2.350
C -3.570 -2.561 2.749
C -4.057 -3.775 2.249
C -3.304 -4.474 1.307
C -2.077 -3.980 0.872
O 0.002 -2.636 -0.457
C -2.486 -0.325 -0.162
C -3.769 0.198 -0.119
H -4.978 1.843 0.558
H -3.070 3.010 1.695
H -0.871 1.865 1.872
H 1.881 -1.530 -0.356
H 4.235 -2.111 -0.721
H 5.875 -1.877 1.159
H 5.129 -0.896 3.348
H 2.729 -0.360 3.712
H -1.873 -1.231 2.853
H -4.161 -2.003 3.478
H -5.009 -4.174 2.595
H -3.658 -5.428 0.918
H -1.451 -4.574 0.205
H -2.288 -1.172 -0.814
H -4.582 -0.330 -0.610
C 2.654 3.845 -1.232
C 3.304 3.191 -0.006
C 2.467 1.960 0.354
N 1.506 1.798 -0.757
C 0.709 0.788 -0.952
C -0.062 0.678 -2.160
C 0.438 -0.032 -3.281
C -0.213 0.102 -4.498
C -1.483 0.688 -4.540
C -2.014 1.346 -3.427
C -1.291 1.367 -2.253
C 1.604 2.875 -1.765
H 2.154 4.777 -0.959
H 3.384 4.066 -2.014
H 4.324 2.871 -0.233
H 3.356 3.857 0.856
H 3.105 1.073 0.443
H 1.947 2.068 1.319
H 0.593 -0.165 -0.176
H 1.339 -0.639 -3.155
H 0.246 -0.298 -5.403
H -2.067 0.616 -5.453
H -3.000 1.810 -3.462
H -1.663 1.875 -1.365
H 0.630 3.359 -1.913
H 1.915 2.456 -2.728



(3)
26
Properties=species:S:1:pos:R:3 method="wB97M-V/def2-TZVPD" homo_energy_ev=-13.3 homo_lumo_gap_ev=10.678 de_lowest_kj_mol=0.00 max_force_ev_per_a=4.83 energy_ev=-18528.933 charge=+1 spin_multiplicity=1 smiles="NC(=O)N1CC[NH2+][C@](O)(C(N)=O)C1"
N -3.000 0.628 -1.275
C -1.866 -0.049 -1.176
O -1.667 -1.245 -1.278
N -0.756 0.755 -0.923
C -0.629 1.572 0.268
C -0.680 0.523 1.481
N 0.629 -0.137 1.393
C 0.974 -0.929 0.112
O 0.451 -2.238 0.075
C 2.504 -0.924 0.153
N 3.279 -1.884 -0.389
O 3.000 -0.053 0.856
C 0.462 -0.042 -1.163
H -3.148 1.619 -1.388
H -3.902 0.186 -1.536
H -1.453 2.301 0.114
H 0.297 2.231 0.256
H -0.615 0.940 2.596
H -1.644 -0.024 1.486
H 1.507 0.505 1.551
H 0.884 -0.860 2.034
H -0.349 -2.104 -0.336
H 2.874 -2.377 -1.168
H 4.240 -2.036 -0.111
H 1.405 0.611 -1.482
H 0.158 -0.573 -2.008



(4)
20
Properties=species:S:1:pos:R:3 method="wB97M-V/def2-TZVPD" homo_energy_ev=-15.5 homo_lumo_gap_ev=6.460 de_lowest_kj_mol=673.94 max_force_ev_per_a=3.05 energy_ev=-6888.877 charge=+1 spin_multiplicity=1
C 1.495 1.562 -0.954
C 0.506 0.530 -0.173
C -0.964 0.387 -0.694
C -1.846 -0.795 -0.185
C -1.849 -0.667 1.388
N 0.808 -0.839 -0.256
H 1.882 0.945 -1.767
H 2.353 1.621 -0.278
H 1.208 2.559 -1.306
H 0.524 0.837 0.927
H -1.553 1.299 -0.523
H -0.868 0.301 -1.806
H -2.873 -0.680 -0.563
H -1.401 -1.763 -0.509
H -1.866 0.384 1.657
H -2.718 -1.222 1.783
H -0.913 -1.073 1.795
H 3.341 -1.418 0.678
H 1.800 -1.125 -0.179
H 2.934 -0.843 0.966



(5)
72
Properties=species:S:1:pos:R:3 method="wB97M-V/def2-TZVPD" homo_energy_ev="-14.9 / -16.9" homo_lumo_gap_ev="5.843 / 4.904" de_lowest_kj_mol=17.11 max_force_ev_per_a=3.89 s2=6.058 energy_ev=-63667.685 charge=+3 spin_multiplicity=5
Rh -0.423 0.874 0.387
P -1.469 0.981 2.283
P 0.350 -4.091 0.316
P -0.812 2.897 -0.351
H -1.332 -2.782 -2.218
C -0.577 -2.256 -2.802
C 0.740 -2.986 -2.900
H 0.699 -4.025 -2.552
C -3.244 0.661 2.004
C -1.003 -0.311 3.489
C -1.478 2.477 3.348
C 0.174 -5.877 0.238
C 1.209 -3.588 1.812
C -1.288 -3.322 0.280
C 0.125 3.262 -1.870
C -0.579 4.404 0.670
C -2.559 2.912 -0.846
H -0.955 -2.250 -3.821
H 1.114 -3.100 -3.938
H -3.792 0.757 2.951
H -3.371 -0.353 1.609
H -3.657 1.363 1.272
H -1.814 -0.442 4.218
H -0.094 -0.038 4.035
H -0.826 -1.267 2.985
H -2.503 2.668 3.694
H -1.140 3.374 2.825
H -0.830 2.329 4.219
H 0.259 -6.298 1.255
H 1.007 -6.281 -0.362
H -0.791 -6.178 -0.214
H 0.967 -4.310 2.607
H 0.894 -2.578 2.119
H 2.298 -3.587 1.647
H -2.019 -4.000 -0.194
H -1.272 -2.357 -0.254
H -1.652 -3.133 1.305
H 0.814 4.091 -1.676
H -0.594 3.563 -2.639
H 0.682 2.391 -2.243
H -0.276 5.217 -0.004
H 0.200 4.287 1.435
H -1.532 4.667 1.148
H -2.609 3.327 -1.860
H -3.134 3.535 -0.148
H -2.969 1.894 -0.846
C 1.231 -0.858 -2.443
C -0.285 -0.826 -2.379
C -0.945 0.058 -3.340
C -0.203 0.838 -4.155
C 1.216 0.873 -4.103
C 1.905 0.144 -3.130
O 1.765 -2.146 -2.259
H 1.200 -3.725 -0.757
H -0.675 -0.757 -1.334
H -2.040 -0.035 -3.425
H -0.688 1.453 -4.915
H 1.775 1.397 -4.877
H 2.975 0.259 -2.999
C 2.609 2.556 0.325
P 1.627 1.237 1.127
C 2.623 -0.255 0.803
C 1.930 1.570 2.909
H 2.683 2.392 -0.756
H 3.623 2.526 0.748
H 2.183 3.550 0.511
H 3.683 0.015 0.712
H 2.504 -0.974 1.622
H 2.310 -0.734 -0.134
H 2.947 1.976 3.013
H 1.227 2.299 3.331
H 1.880 0.644 3.495



(6)
8
Properties=species:S:1:pos:R:3 method="wB97M-V/def2-TZVPD" homo_energy_ev=-9.9 homo_lumo_gap_ev=10.798 de_lowest_kj_mol=104.15 max_force_ev_per_a=5.09 energy_ev=-28655.857 charge=0 spin_multiplicity=1 smiles=ClC1(Cl)CN1
Cl 1.297 1.618 -0.098
C 0.639 -0.016 0.042
Cl 1.801 -1.270 -0.165
C -0.710 -0.182 -0.484
N -0.482 -0.166 0.952
H -1.083 0.637 -0.867
H -0.876 -1.180 -1.007
H -0.586 0.560 1.626



(7)
12
Properties=species:S:1:pos:R:3 method="wB97M-V/def2-TZVPD" homo_energy_ev=-10.1 homo_lumo_gap_ev=10.517 de_lowest_kj_mol=374.08 max_force_ev_per_a=3.27 energy_ev=-8799.542 charge=0 spin_multiplicity=1 smiles="C#CC(=O)N1CC1"
C -1.755 -1.581 -0.033
C -1.302 -0.459 0.078
C -0.463 0.810 -0.033
O -1.017 1.863 -0.024
N 0.956 0.562 -0.030
C 1.560 -0.556 -0.724
C 1.504 -0.455 0.753
H -2.526 -2.419 -0.052
H 0.959 -1.415 -1.108
H 2.463 -0.200 -1.324
H 2.395 -0.206 1.322
H 0.892 -1.148 1.321



(8)
148
Properties=species:S:1:pos:R:3 method="wB97M-V/def2-TZVPD" homo_energy_ev=-8.0 homo_lumo_gap_ev=7.561 max_force_ev_per_a=4.57 energy_ev=-2623170.087 charge=0 spin_multiplicity=1
C -3.537 4.960 2.300
C -4.869 4.479 1.623
C -4.661 3.542 0.426
C -3.596 2.656 0.451
C -3.321 1.794 -0.604
C -4.164 1.852 -1.687
C -5.241 2.708 -1.751
C -5.507 3.579 -0.702
P -6.905 4.740 -0.818
N -6.483 5.906 -1.856
S -3.807 0.756 -3.057
C -3.020 -0.601 -2.170
C -3.191 -1.869 -2.711
C -4.018 -2.142 -3.948
C -3.062 -2.207 -5.184
C -3.731 -1.729 -6.516
O -2.667 -0.964 -5.688
C -2.594 -2.944 -2.050
C -2.743 -4.383 -2.515
C -3.963 -5.095 -1.843
C -3.778 -5.112 -0.305
C -4.753 -6.039 0.450
C -4.160 -6.316 1.869
N -4.750 -5.414 2.885
C -1.841 -2.681 -0.917
C -1.678 -1.414 -0.392
C -0.845 -1.248 0.864
F -0.381 0.012 1.058
F -1.686 -1.513 1.922
C 0.389 -2.188 1.046
F 1.029 -2.409 -0.130
F 0.059 -3.423 1.516
C 1.487 -1.646 2.014
F 2.373 -2.670 2.163
F 2.201 -0.648 1.480
C 1.011 -1.284 3.457
F 0.623 -0.010 3.575
F 2.096 -1.419 4.264
F 0.078 -2.097 3.947
C -2.297 -0.334 -1.014
N -2.165 0.972 -0.453
C -0.962 1.727 -0.991
C 0.033 0.885 -1.812
C 1.157 1.862 -2.330
C 2.575 1.334 -2.114
O 2.855 1.017 -0.748
C 3.003 2.122 0.036
C 2.483 1.973 1.470
O 3.534 3.154 -0.303
H -3.555 6.056 2.368
H -3.500 4.549 3.314
H -2.645 4.714 1.718
H -5.336 5.393 1.240
H -5.515 4.044 2.395
H -2.960 2.683 1.336
H -5.877 2.718 -2.636
H -7.143 5.357 0.425
H -8.057 4.118 -1.349
H -7.153 5.939 -2.619
H -4.514 -3.119 -3.919
H -4.732 -1.351 -4.191
H -2.364 -3.049 -5.256
H -3.027 -1.983 -7.309
H -4.370 -0.848 -6.506
H -2.815 -4.466 -3.605
H -1.865 -4.959 -2.197
H -4.867 -4.539 -2.130
H -4.022 -6.145 -2.169
H -2.723 -5.339 -0.097
H -3.976 -4.085 0.044
H -5.680 -5.484 0.647
H -4.965 -6.983 -0.066
H -3.078 -6.097 1.842
H -4.261 -7.367 2.165
H -4.567 -5.818 3.800
H -4.246 -4.531 2.892
H -1.395 -3.548 -0.438
H -1.308 2.623 -1.519
H -0.396 2.083 -0.112
H -0.405 0.465 -2.728
H 0.539 0.132 -1.200
H 1.077 2.780 -1.716
H 0.973 2.184 -3.362
H 2.753 0.451 -2.742
H 3.269 2.101 -2.488
H 1.475 1.538 1.443
H 3.141 1.248 1.968
H 2.470 2.937 1.978
C 5.279 -3.160 3.732
Br 5.640 -4.346 2.253
Br 5.162 -4.116 5.403
Br 6.555 -1.718 3.822
H 4.310 -2.716 3.552
C -7.221 9.024 0.654
Br -6.928 8.834 2.571
Br -6.562 7.456 -0.386
Br -9.072 9.385 0.252
H -6.654 9.893 0.340
C 1.443 -6.702 -2.018
Br -0.008 -7.702 -2.806
Br 2.507 -5.814 -3.355
Br 0.818 -5.467 -0.674
H 2.085 -7.415 -1.520
C 9.847 1.013 4.940
Br 10.017 0.881 6.854
Br 10.636 -0.504 4.050
Br 8.015 1.283 4.404
H 10.401 1.888 4.630
C -2.486 2.251 4.893
Br -4.176 3.031 4.384
Br -1.480 1.647 3.365
Br -1.453 3.444 6.000
H -2.709 1.377 5.490
C 11.100 -1.849 10.158
Br 10.732 -0.346 11.306
Br 9.534 -2.409 9.181
Br 12.593 -1.499 8.984
H 11.386 -2.675 10.796
C -1.634 6.051 -2.273
Br -2.726 4.937 -1.147
Br 0.208 6.049 -1.701
Br -1.840 5.527 -4.108
H -1.987 7.068 -2.188
C 13.375 -4.156 6.332
Br 14.567 -3.091 5.253
Br 11.801 -4.670 5.346
Br 14.273 -5.680 7.095
H 13.049 -3.532 7.152
C -0.247 0.570 -7.238
Br -0.290 1.822 -5.777
Br -0.370 1.459 -8.946
Br 1.293 -0.587 -7.141
H -1.123 -0.057 -7.137
C 14.495 -5.055 1.947
Br 15.682 -4.008 0.846
Br 12.900 -5.568 0.993
Br 15.391 -6.579 2.713
H 14.185 -4.423 2.769
C -6.972 -1.157 -8.660
Br -5.860 -1.853 -10.072
Br -7.326 -2.486 -7.307
Br -6.231 0.452 -7.900
H -7.922 -0.892 -9.103
C 0.672 9.989 -2.739
Br 1.688 8.878 -3.943
Br 0.907 11.862 -3.126
Br -1.194 9.501 -2.706
H 1.062 9.818 -1.745



(9)
13
Properties=species:S:1:pos:R:3 method="wB97M-V/def2-TZVPD" homo_energy_ev=-14.8 homo_lumo_gap_ev=11.456 de_lowest_kj_mol=76.78 max_force_ev_per_a=4.34 energy_ev=-9149.247 charge=+1 spin_multiplicity=1 smiles="NC(=O)N(N)[NH3+]"
N -1.269 0.159 1.793
C -0.608 -0.578 0.859
O -0.210 -1.666 0.686
N -0.207 0.442 -0.530
N 0.772 1.191 -0.125
N 0.264 -0.743 -1.538
H -1.309 1.159 1.714
H -1.109 -0.113 2.717
H 1.350 0.902 0.644
H 0.903 2.105 -0.541
H -0.204 -1.601 -1.888
H 0.408 -0.249 -2.466
H 1.217 -1.010 -1.325



(10)
87
Properties=species:S:1:pos:R:3 method="wB97M-V/def2-TZVPD" homo_energy_ev="-7.8 / -7.8" homo_lumo_gap_ev="7.449 / 6.647" de_lowest_kj_mol=0.00 max_force_ev_per_a=0.49 s2=0.755 energy_ev=-331583.417 charge=0 spin_multiplicity=2
Ru -0.746 -0.282 0.311
C -0.418 1.111 -2.861
C -1.160 1.966 -1.886
C -1.707 3.197 -2.312
C -2.414 3.976 -1.451
C -2.626 3.528 -0.130
C -3.401 4.206 0.843
Br -4.197 5.876 0.434
C -3.600 3.665 2.079
C -3.025 2.429 2.411
Br -3.295 1.714 4.132
C -2.254 1.724 1.511
O -1.678 0.583 1.816
C -2.052 2.294 0.222
N -1.299 1.551 -0.648
H -0.506 1.514 -3.869
H -0.827 0.101 -2.849
H 0.642 1.064 -2.603
H -1.552 3.505 -3.337
H -2.829 4.923 -1.768
H -4.199 4.183 2.815
O 1.342 2.235 -0.036
S 1.880 1.566 1.116
O 3.292 1.277 1.158
N 1.024 0.173 1.268
C 1.375 -0.755 2.265
C 2.500 -0.759 3.063
C 2.690 -1.749 4.049
C 1.791 -2.753 4.250
C 0.646 -2.816 3.425
C -0.338 -3.823 3.537
C -1.420 -3.811 2.709
C -1.522 -2.809 1.731
N -0.604 -1.883 1.581
C 0.460 -1.834 2.435
C 1.542 2.580 2.530
C 2.476 2.700 3.549
C 2.191 3.512 4.637
C 0.990 4.203 4.695
C 0.081 4.112 3.649
C 0.363 3.310 2.557
H 3.265 -0.019 2.926
H 3.584 -1.696 4.658
H 1.941 -3.504 5.015
H -0.224 -4.588 4.295
H -2.201 -4.555 2.783
H -2.367 -2.757 1.064
H 3.426 2.193 3.471
H 2.915 3.612 5.436
H 0.771 4.833 5.548
H -0.845 4.671 3.677
H -0.311 3.272 1.716
Cl -6.842 -2.847 -3.869
C -5.590 -2.252 -2.847
C -4.423 -2.980 -2.663
Cl -4.222 -4.496 -3.455
C -3.414 -2.496 -1.838
Cl -1.988 -3.438 -1.582
C -3.512 -1.258 -1.167
O -2.607 -0.767 -0.393
C -4.723 -0.547 -1.369
Cl -4.898 0.962 -0.558
C -5.732 -1.031 -2.185
Cl -7.175 -0.116 -2.395
C 0.769 -2.215 -2.980
As 1.031 -1.365 -1.243
C 1.897 -2.862 -0.354
C 2.600 -0.216 -1.597
C 3.433 -0.663 -2.755
C 4.443 -1.607 -2.581
C 5.187 -2.060 -3.661
C 4.937 -1.569 -4.935
C 3.945 -0.615 -5.117
C 3.202 -0.167 -4.036
H 1.745 -2.362 -3.438
H 0.143 -1.620 -3.641
H 0.299 -3.180 -2.827
H 2.609 -3.312 -1.046
H 1.149 -3.604 -0.076
H 2.420 -2.522 0.539
H 3.173 -0.241 -0.672
H 2.248 0.807 -1.716
H 4.655 -1.980 -1.586
H 5.970 -2.791 -3.506
H 5.518 -1.919 -5.778
H 3.752 -0.216 -6.105
H 2.431 0.580 -4.187